(1)
Below is a cluster of 20 separate species, C27H32BBrCl57NO in total, with properties calculated with the ωB97M-V functional and the def2-TZVPD basis.

Properties
- charge = 0
- F_max (eV/Å) = 1.6
- DFT total energy (Ha) = -30007.684414
- HOMO (eV) = -9.92

Each line ends with the Löwdin charge.
Geometry (Å):
1 C 4.67 -1.59 -0.73  -0.0683
2 C 4.40 -1.67 -1.89  -0.1503
3 C 3.92 -1.69 -3.25  -0.1784
4 C 2.39 -1.83 -3.31  -0.1795
5 C 1.66 -0.57 -3.83  -0.2365
6 B 0.75 0.14 -2.79  -0.7985
7 Br 0.94 2.08 -2.61  0.7203
8 C -0.31 -0.54 -1.87  -0.1546
9 C -0.57 -2.04 -2.20  -0.1533
10 C -2.03 -2.36 -1.96  -0.5435
11 N -2.92 -1.70 -2.82  0.1606
12 O -2.42 -3.08 -1.08  0.0152
13 H 4.75 -1.87 0.28  -0.0013
14 H 4.34 -2.59 -3.69  0.1163
15 H 4.30 -0.85 -3.81  0.1171
16 H 2.17 -2.64 -3.99  0.1086
17 H 2.04 -2.16 -2.35  0.0756
18 H 1.13 -0.76 -4.76  0.0137
19 H 2.43 0.14 -4.11  0.0631
20 H 0.02 -0.45 -0.84  0.1167
21 H -1.23 0.02 -1.96  0.0920
22 H -0.23 -2.33 -3.18  0.1144
23 H 0.00 -2.61 -1.48  0.0220
24 H -2.37 -1.15 -3.47  0.0731
25 H -3.40 -2.41 -3.37  0.0778
26 C 5.87 0.53 3.16  -1.5264
27 Cl 7.14 1.70 3.53  0.5010
28 Cl 4.67 1.23 2.07  0.5396
29 Cl 6.61 -0.91 2.46  0.5228
30 H 5.37 0.25 4.08  -0.0294
31 C 4.30 3.60 5.12  -1.5384
32 Cl 5.57 4.82 5.20  0.4989
33 Cl 4.78 2.12 5.96  0.5435
34 Cl 2.80 4.23 5.81  0.5340
35 H 4.12 3.36 4.08  -0.0185
36 C -6.83 -2.24 -3.61  -1.5442
37 Cl -8.21 -3.13 -2.97  0.5525
38 Cl -6.09 -3.13 -4.95  0.5457
39 Cl -7.30 -0.63 -4.13  0.5582
40 H -6.09 -2.15 -2.82  -0.0546
41 C 6.15 9.12 4.92  -1.5878
42 Cl 4.56 8.73 4.25  0.5272
43 Cl 6.10 10.64 5.80  0.5094
44 Cl 6.71 7.81 5.96  0.5066
45 H 6.85 9.23 4.09  -0.1277
46 C 1.31 -5.44 0.05  -1.5145
47 Cl 1.20 -6.17 1.65  0.5409
48 Cl -0.20 -4.66 -0.39  0.6388
49 Cl 2.64 -4.29 -0.03  0.5669
50 H 1.51 -6.23 -0.67  0.0063
51 C 8.51 0.40 -0.68  -1.5136
52 Cl 9.68 -0.88 -0.37  0.5244
53 Cl 8.71 1.05 -2.31  0.5285
54 Cl 6.86 -0.21 -0.45  0.5597
55 H 8.68 1.20 0.03  -0.0277
56 C -5.27 -2.35 1.32  -1.5020
57 Cl -5.29 -0.69 1.89  0.5222
58 Cl -5.96 -3.43 2.55  0.5776
59 Cl -6.15 -2.51 -0.19  0.5689
60 H -4.24 -2.65 1.15  0.0105
61 C 10.25 9.21 3.55  -1.5038
62 Cl 8.67 8.80 2.87  0.5603
63 Cl 10.16 10.73 4.44  0.5424
64 Cl 10.85 7.91 4.57  0.5383
65 H 10.94 9.34 2.73  0.0151
66 C -2.66 -6.28 -2.70  -1.5357
67 Cl -1.54 -7.58 -2.28  0.5462
68 Cl -2.18 -5.52 -4.23  0.5195
69 Cl -4.31 -6.89 -2.80  0.5467
70 H -2.62 -5.52 -1.93  -0.0275
71 C -11.65 -1.96 -2.83  -1.5731
72 Cl -11.66 -0.28 -2.29  0.5279
73 Cl -12.37 -3.01 -1.61  0.5208
74 Cl -12.48 -2.13 -4.38  0.5238
75 H -10.62 -2.26 -2.97  -0.0774
76 C -3.87 -2.47 5.67  -1.5470
77 Cl -2.16 -2.23 5.29  0.5042
78 Cl -4.07 -3.74 6.88  0.5371
79 Cl -4.61 -0.97 6.23  0.5155
80 H -4.37 -2.78 4.77  -0.0442
81 C -7.32 1.92 5.63  -1.5469
82 Cl -8.72 1.03 6.24  0.5210
83 Cl -6.62 1.07 4.25  0.4636
84 Cl -7.77 3.57 5.19  0.5324
85 H -6.58 1.96 6.41  0.0110
86 C 0.64 -8.21 -5.16  -1.5746
87 Cl 1.69 -7.00 -4.42  0.5038
88 Cl -0.28 -7.51 -6.49  0.5137
89 Cl 1.58 -9.60 -5.71  0.5354
90 H -0.06 -8.55 -4.41  -0.0418
91 C -2.35 1.98 2.90  -1.5337
92 Cl -2.41 0.45 3.77  0.4800
93 Cl -2.41 1.70 1.16  0.5165
94 Cl -3.67 3.04 3.41  0.5239
95 H -1.42 2.47 3.14  0.0105
96 C 0.07 1.24 -7.03  -1.4977
97 Cl 1.49 0.19 -6.87  0.6013
98 Cl -1.09 0.94 -5.73  0.5562
99 Cl 0.55 2.93 -7.06  0.5516
100 H -0.41 1.00 -7.97  0.0127
101 C 10.25 4.28 2.97  -1.5388
102 Cl 9.96 2.71 2.21  0.5194
103 Cl 8.72 5.12 3.22  0.4996
104 Cl 11.11 4.08 4.49  0.5317
105 H 10.86 4.87 2.30  0.0138
106 C -7.87 -5.97 -6.51  -1.5718
107 Cl -7.91 -7.50 -5.64  0.5248
108 Cl -7.84 -6.25 -8.26  0.5281
109 Cl -9.24 -4.96 -6.07  0.5117
110 H -6.96 -5.46 -6.24  -0.0410
111 C 5.85 13.20 2.63  -1.5414
112 Cl 7.01 11.88 2.78  0.5051
113 Cl 5.90 13.88 1.00  0.5301
114 Cl 4.23 12.65 3.03  0.5269
115 H 6.13 13.97 3.33  0.0139
116 C -9.56 -3.50 3.60  -1.5698
117 Cl -9.52 -1.87 4.27  0.5129
118 Cl -10.34 -4.62 4.72  0.5267
119 Cl -10.38 -3.51 2.03  0.5185
120 H -8.54 -3.82 3.45  -0.0501



(2)
Below is a structure of composition C10H16As2S3SbV, with properties calculated with the ωB97M-V functional and the def2-TZVPD basis.

Properties
- charge = +1
- F_max (eV/Å) = 0.3
- DFT total energy (Ha) = -7240.840976
- multiplicity = 4
- HOMO (spin up / spin down) (eV) = -11.56 / -12.14
- energy relative to the best compared isomer or geometry (same formula, charge and spin) (kcal per mole) = 1.9

Each line ends with the Löwdin spin population.
Geometry (Å):
1 V -0.40 2.20 1.17  1.9447
2 C -1.80 0.79 -2.22  0.0070
3 As -1.59 0.47 -0.32  0.0273
4 C -3.36 -0.06 0.25  0.0093
5 C -0.54 -1.15 -0.24  -0.0007
6 C -1.09 -2.41 -0.48  -0.0009
7 C -0.30 -3.54 -0.40  -0.0001
8 C 1.05 -3.43 -0.08  0.0001
9 C 1.61 -2.19 0.16  -0.0002
10 C 0.82 -1.04 0.08  0.0023
11 As 1.55 0.72 0.40  0.0006
12 C 3.11 0.45 1.51  -0.0019
13 C 2.29 1.27 -1.31  -0.0012
14 H -2.31 -0.05 -2.69  0.0005
15 H -0.82 0.91 -2.68  0.0000
16 H -2.38 1.71 -2.38  0.0001
17 H -3.77 -0.83 -0.39  -0.0001
18 H -4.01 0.82 0.21  0.0009
19 H -3.31 -0.42 1.28  0.0028
20 H -2.14 -2.51 -0.73  -0.0001
21 H -0.73 -4.52 -0.58  0.0000
22 H 1.66 -4.32 -0.01  0.0000
23 H 2.66 -2.12 0.41  0.0000
24 H 2.81 -0.02 2.44  0.0000
25 H 3.55 1.42 1.72  0.0005
26 H 3.84 -0.17 0.99  -0.0008
27 H 2.77 0.42 -1.78  -0.0006
28 H 3.02 2.06 -1.13  0.0001
29 H 1.51 1.66 -1.96  0.0003
30 S -1.87 2.10 2.99  0.4901
31 Sb -1.37 4.47 2.52  0.0177
32 S 0.65 3.25 3.07  0.5017
33 S -1.11 4.08 0.16  0.0002



(3)
Below is a structure of composition C9H18N4OsS, with properties calculated with the ωB97M-V functional and the def2-TZVPD basis.

Properties
- charge = +4
- F_max (eV/Å) = 4.0
- DFT total energy (Ha) = -1059.700560
- multiplicity = 5
- HOMO (spin up / spin down) (eV) = -23.95 / -24.59

Each line ends with the Löwdin spin population.
Geometry (Å):
1 Os 0.35 0.08 0.68  2.5227
2 C -1.47 -0.70 -1.76  0.0118
3 C -0.57 0.43 -2.25  0.0034
4 N 0.06 1.20 -1.13  0.0028
5 C 1.42 1.76 -1.49  0.0305
6 C 2.43 0.65 -1.78  0.0045
7 S 2.17 -0.76 -0.65  0.0349
8 C 1.45 -2.10 -1.66  0.0220
9 C 0.13 -2.59 -1.09  0.0143
10 N -0.84 -1.52 -0.71  0.2092
11 H -1.75 -1.31 -2.63  0.0049
12 H -2.40 -0.30 -1.36  0.0003
13 H -1.17 1.11 -2.86  -0.0017
14 H 0.22 0.05 -2.90  0.0000
15 H -0.54 2.00 -0.93  0.0051
16 H 1.76 2.40 -0.67  0.0072
17 H 1.33 2.40 -2.37  0.0051
18 H 3.43 1.03 -1.60  0.0006
19 H 2.42 0.28 -2.81  0.0000
20 H 2.15 -2.94 -1.64  -0.0015
21 H 1.40 -1.78 -2.70  0.0027
22 H 0.29 -3.21 -0.21  0.0006
23 H -0.32 -3.26 -1.83  0.0066
24 H -1.58 -1.98 -0.18  0.0054
25 N -1.35 2.05 2.74  0.0957
26 C -1.50 1.97 4.04  0.1609
27 C -1.02 0.66 4.42  0.4743
28 C -0.61 0.06 3.19  0.1866
29 N -0.82 0.89 2.18  0.1697
30 H -1.64 2.86 2.17  0.0001
31 H -1.89 2.76 4.67  0.0027
32 H -1.00 0.23 5.42  0.0132
33 H -0.26 -0.97 3.05  0.0057